{"formula": "C5H22N11O5", "method": "ωB97M-V/def2-TZVPD", "symbols": ["N", "C", "N", "N", "O", "H", "H", "H", "H", "H", "H", "C", "O", "N", "N", "H", "H", "H", "H", "C", "O", "N", "N", "H", "H", "H", "H", "C", "O", "N", "N", "H", "H", "H", "H", "C", "O", "N", "N", "H", "H", "H", "H"], "positions_angstrom": [[-6.702, 0.333, -3.118], [-5.159, 0.296, -3.166], [-4.568, 0.468, -4.576], [-4.376, 0.150, -2.022], [-4.814, -0.481, -0.890], [-6.953, 1.143, -2.480], [-7.067, -0.569, -2.739], [-3.729, -0.139, -4.710], [-4.359, 1.481, -4.712], [-3.388, 0.537, -1.951], [-4.828, 0.270, -0.201], [-4.082, -0.442, 2.529], [-4.861, 0.220, 1.861], [-4.273, -1.748, 2.789], [-2.963, 0.077, 3.066], [-3.644, -2.308, 3.337], [-5.104, -2.177, 2.403], [-2.781, 1.057, 2.895], [-2.309, -0.452, 3.620], [0.265, 0.837, 0.747], [0.008, 1.722, 1.547], [-0.365, -0.352, 0.750], [1.200, 0.970, -0.211], [-0.168, -1.093, 0.100], [-1.077, -0.494, 1.455], [1.698, 1.850, -0.248], [1.426, 0.253, -0.879], [4.277, -1.253, 1.650], [4.174, -1.848, 0.589], [3.352, -0.380, 2.087], [5.326, -1.417, 2.476], [3.420, 0.120, 2.958], [2.546, -0.227, 1.495], [6.045, -2.066, 2.185], [5.429, -0.936, 3.354], [5.725, 1.055, -1.169], [4.955, 1.599, -0.393], [6.060, -0.244, -1.071], [6.305, 1.706, -2.193], [6.692, -0.709, -1.701], [5.645, -0.771, -0.313], [6.079, 2.686, -2.304], [6.941, 1.275, -2.843]], "forces_ev_per_angstrom": [[3.4814, 0.2836, 0.9350], [-0.0990, 0.1335, 0.2644], [-0.3941, -0.1574, 4.0913], [-0.8278, 0.8405, -3.8938], [-0.2610, 2.1686, 0.3814], [0.3100, -1.5283, -0.6302], [0.3587, 0.9707, -0.2662], [-0.6674, 0.9583, 0.4273], [-0.3276, -1.0770, -0.2158], [-1.4021, -1.0216, -0.6018], [-0.1807, -1.6283, 0.0315], [0.4199, -0.3639, 0.4674], [-0.5121, 0.5402, -1.0568], [-0.6224, -0.9889, -0.2350], [0.7621, 0.8222, -0.0497], [-0.1361, 0.1127, -0.0309], [0.2943, 0.0910, 0.2236], [0.1080, -0.2382, 0.1443], [-0.1583, 0.1285, 0.0547], [0.1194, 0.8304, 0.1557], [-0.2030, -0.0088, 0.2005], [-1.1617, -1.3112, 0.2561], [0.7450, 0.5125, -0.6870], [0.0880, 0.0826, 0.1574], [0.2337, 0.0279, -0.2457], [0.0515, -0.3254, 0.0007], [0.1075, 0.0867, 0.1387], [-0.3078, 0.2415, 0.2740], [0.0259, -0.2751, -0.5511], [-1.1048, 0.3652, 0.0869], [1.2162, -0.5271, 0.3991], [0.0287, -0.0409, -0.2139], [0.4004, 0.1234, 0.2022], [-0.2494, 0.2404, 0.1901], [-0.0092, -0.0515, -0.2021], [-0.1306, -0.2367, 0.3329], [-0.3627, 0.2353, 0.1860], [0.2159, -0.9444, 0.3824], [0.3369, 1.2087, -1.0437], [-0.1170, 0.1456, 0.1026], [-0.0946, -0.1219, -0.3428], [0.1443, -0.3842, 0.0199], [-0.1186, 0.0808, 0.1605]], "mulliken_charge": [-0.496, 0.289, -0.460, -0.027, -0.315, 0.333, 0.327, 0.315, 0.312, 0.283, 0.442, 0.778, -0.785, -0.386, -0.410, 0.178, 0.225, 0.193, 0.198, 0.615, -0.660, -0.316, -0.345, 0.175, 0.175, 0.194, 0.163, 0.696, -0.723, -0.306, -0.397, 0.154, 0.209, 0.240, 0.160, 0.630, -0.649, -0.278, -0.403, 0.158, 0.130, 0.229, 0.157], "e_lumo_ev": -5.04, "gap_ev": 6.2, "charge": 1, "homo_energy_ha": -0.4116}



{"formula": "C5H22N3O3", "method": "ωB97M-V/def2-TZVPD", "symbols": ["N", "C", "C", "C", "N", "C", "C", "N", "H", "H", "H", "H", "H", "H", "H", "H", "H", "H", "H", "H", "H", "H", "H", "H", "H", "H", "O", "H", "H", "O", "H", "H", "O"], "positions_angstrom": [[0.654, 0.863, -0.700], [0.430, -0.220, -1.754], [1.008, 0.361, -3.031], [-1.046, -0.552, -1.901], [-1.399, -1.660, -1.002], [-2.118, -1.237, 0.216], [-1.360, -1.701, 1.472], [-0.497, -0.594, 2.054], [0.445, 1.855, -0.862], [1.664, 0.987, -0.392], [0.052, 0.631, 0.097], [0.978, -1.121, -1.415], [0.550, 1.371, -3.094], [0.898, -0.096, -4.007], [2.057, 0.579, -2.896], [-1.615, 0.348, -1.684], [-1.323, -0.843, -2.927], [-1.915, -2.458, -1.352], [-3.144, -1.606, 0.247], [-2.263, -0.158, 0.383], [-0.631, -2.524, 1.282], [-1.983, -2.244, 2.183], [0.456, -0.812, 1.818], [-0.718, -0.557, 3.040], [2.002, 1.668, 2.930], [0.627, 1.129, 2.738], [1.552, 0.841, 2.729], [3.790, 0.794, -1.007], [3.549, 0.848, 0.686], [3.252, 0.959, -0.227], [-1.265, 0.896, 1.885], [-1.525, 2.348, 2.633], [-1.161, 1.902, 1.857]], "forces_ev_per_angstrom": [[-0.2335, -0.0113, 1.1182], [0.7258, 0.2127, -1.1848], [0.0418, 1.8478, 0.2483], [-0.5970, -1.3326, -0.0128], [-0.7864, 1.2430, 0.9653], [0.3005, -0.6187, 1.1976], [1.4362, -0.9308, 0.0903], [-2.3679, -1.7611, -0.8743], [-0.7164, -0.3931, -1.0178], [-0.2341, -1.0114, -0.0814], [0.3888, 0.0576, 0.4183], [-0.3116, 0.6106, 0.0319], [0.1075, -0.4248, -0.4448], [-0.3546, -0.6439, 0.2970], [0.4832, -0.1051, -0.0151], [-0.3243, 0.1356, 0.0292], [0.5834, 0.2351, 0.2180], [0.3084, 0.4679, -0.7998], [0.0284, -0.3447, -0.1693], [0.3207, -0.0526, -0.8186], [-0.6395, 0.4935, -0.7167], [-0.3731, 0.9105, 0.4499], [0.2723, 0.1077, 0.8665], [0.9462, -0.1112, 0.1952], [0.3169, -0.0330, 0.1778], [-0.0380, 0.0518, -0.2579], [0.2235, 0.5552, -0.0254], [0.7920, -0.1855, 0.9747], [0.8651, -0.2892, -0.7413], [-1.3070, 0.4902, -0.0771], [0.3211, 1.3320, 0.4098], [-0.1755, -0.3546, -0.2668], [-0.0031, -0.1475, -0.1841]], "mulliken_charge": [0.011, 0.502, -1.401, -1.021, -0.273, -0.622, -0.849, -0.640, 0.447, 0.388, -0.005, 0.248, 0.379, 0.402, 0.299, 0.376, 0.477, 0.274, 0.459, 0.342, 0.400, 0.360, 0.268, 0.354, 0.313, 0.311, -0.619, 0.302, 0.297, -0.637, 0.307, 0.284, -0.733], "e_lumo_ev": -2.62, "e_above_lowest_kcal_mol": 30.9, "gap_ev": 9.8, "charge": 1, "homo_energy_ha": -0.4579}



{"formula": "C5H22NO8", "method": "ωB97M-V/def2-TZVPD", "symbols": ["C", "N", "C", "C", "C", "C", "O", "O", "H", "H", "H", "H", "H", "H", "H", "H", "H", "H", "H", "H", "O", "H", "H", "O", "H", "H", "O", "H", "H", "O", "H", "H", "O", "H", "H", "O"], "positions_angstrom": [[-1.666, 2.482, 0.890], [-1.367, 1.097, 1.195], [-3.489, -0.047, -1.069], [-2.240, -0.671, -0.559], [-1.148, 0.370, -0.165], [0.080, -0.568, 0.196], [1.099, -0.060, -0.311], [-0.106, -1.489, 0.934], [-0.641, 3.047, 0.659], [-2.294, 2.734, 0.081], [-1.919, 2.949, 1.865], [-2.146, 0.728, 1.740], [-4.005, 0.459, -0.291], [-3.316, 0.393, -2.087], [-4.266, -0.857, -1.354], [-2.041, -1.429, -1.374], [-2.407, -1.342, 0.337], [-0.855, 0.922, -0.992], [3.345, -2.606, -0.942], [2.496, -2.826, -2.017], [3.070, -3.358, -1.395], [1.920, 1.032, 0.927], [0.765, 1.763, 1.118], [1.696, 1.983, 0.921], [2.363, 2.530, -1.095], [0.935, 2.559, -1.189], [1.637, 2.715, -1.736], [-0.365, -0.878, -2.376], [0.936, -0.357, -2.585], [0.393, -1.073, -2.799], [2.840, 1.254, 3.636], [2.533, 1.907, 2.286], [2.670, 2.055, 3.256], [-1.246, -2.815, 0.836], [-1.410, -4.046, 1.370], [-1.817, -3.547, 0.797]], "forces_ev_per_angstrom": [[3.6080, 1.9129, 2.1701], [-0.3713, 0.1279, -2.9540], [-1.9853, -2.1507, -1.9218], [-0.3334, -0.8394, 0.5442], [-0.6932, -4.8662, 3.2683], [-0.8551, 4.0169, -2.2089], [1.9145, -1.1069, -0.0899], [0.1426, -2.7237, 2.0179], [-1.9391, -1.0598, 0.1740], [-1.2316, -0.0028, -0.7947], [-0.4658, 0.0851, -0.7664], [0.2700, -0.4519, -0.5007], [-0.4091, 1.5406, 0.2099], [-0.2398, 0.6241, 1.2909], [1.1432, 0.8039, 0.5188], [1.0846, 0.8349, 0.8575], [-0.0813, 1.0237, -0.9317], [0.3110, 1.9697, -1.0051], [1.2428, 1.7999, 2.1180], [0.2534, -1.4362, 0.4675], [-1.6658, -0.3036, -2.5505], [0.4767, -0.1485, -1.1813], [-0.1400, 0.7926, 0.1196], [-0.3229, -0.4219, 0.6011], [-0.7356, 0.1485, -0.8072], [-3.0537, -0.7796, 2.1083], [3.7656, 0.6865, -1.6800], [-4.1183, 0.6992, 2.3144], [1.6131, 1.7029, 0.7554], [2.6135, -2.5914, -3.3273], [0.6872, -3.2397, 1.5327], [-0.2587, 0.5856, 0.9429], [-0.1951, 3.0475, -1.3345], [1.4487, 2.5857, -0.4406], [3.0291, -4.9104, 4.8219], [-4.5089, 2.0448, -4.3389]], "mulliken_charge": [-0.979, -0.386, -1.621, -0.665, 0.518, 0.302, -0.934, -0.839, 0.205, 0.302, 0.443, 0.333, 0.377, 0.309, 0.388, 0.409, 0.365, 0.445, 0.306, 0.335, -0.648, 0.399, 0.456, -0.820, 0.350, 0.374, -0.697, 0.281, 0.360, -0.657, 0.255, 0.381, -0.699, 0.417, 0.258, -0.623], "e_lumo_ev": 3.14, "e_above_lowest_kcal_mol": 120.1, "gap_ev": 8.3, "charge": -1, "homo_energy_ha": -0.1887}



- What is the formula in the third record?
  C5H22NO8